73
Properties=species:S:1:pos:R:3:forces:R:3 method="wB97M-V/def2-TZVPD" gap_ev=9.59 total_energy_ha=-15947.43252 total_charge=0
C -0.31098 1.54476 -5.88532 0.1 0.0 0.1
Cl 1.70077 -2.26727 6.27141 0.0 0.0 0.0
Cl 2.14671 -2.20511 9.62186 0.0 0.0 0.0
S -0.67751 -1.94284 -1.02181 -0.2 -0.1 0.1
H -0.69370 -1.01618 -1.99880 0.2 0.0 -0.1
Cl -0.53235 -6.61092 6.91196 0.0 0.0 0.0
H 3.24018 4.52612 -7.44604 0.0 0.0 0.0
H -5.98768 6.27554 -5.10272 0.0 0.0 0.0
Cl -3.66481 3.19092 -5.99425 0.0 0.0 0.0
H 4.37610 -2.92242 9.48313 0.0 0.0 0.0
Cl 5.24253 4.13776 -8.60858 0.0 0.0 0.0
C 0.53525 6.87605 -5.93166 0.0 0.0 0.1
Cl 0.72493 5.13545 -6.16489 0.2 0.0 0.1
Cl 4.59043 -0.75665 10.36249 0.0 0.0 0.0
H -3.89438 4.39372 -8.00163 0.0 0.0 0.0
C 1.23873 2.34724 5.09584 0.1 0.0 0.0
C -3.10583 4.28399 -7.26741 0.0 0.1 0.0
C -5.59982 -3.39921 -0.59695 0.0 0.0 0.0
O 2.92471 -3.63603 -1.90247 -0.1 0.0 0.0
H 2.09782 1.83947 5.51780 0.0 0.0 0.0
H 3.15854 3.06505 -8.46771 0.0 0.0 0.0
S 2.43095 -3.91706 1.24161 0.1 -0.1 0.2
Br 4.10910 0.39566 -3.44033 0.1 0.0 0.0
H -1.08223 1.66281 -6.63257 0.0 -0.1 0.1
Cl -0.92185 7.48721 -6.72501 0.1 0.1 -0.1
H -1.72201 -5.24322 -1.79590 0.0 0.0 0.0
H 1.44725 2.70016 4.09346 0.0 0.0 0.0
H -0.08271 2.49238 -5.41220 0.0 0.0 0.0
H -6.31864 -2.58924 -0.59735 0.0 0.0 0.0
H -1.05176 -6.68369 -0.97256 0.0 0.0 0.0
O 2.10069 -2.55160 0.31112 -0.1 0.0 0.0
Cl -4.14101 -2.84185 -1.43088 0.0 0.0 0.0
Cl 4.08697 2.62951 -6.36205 0.1 0.1 0.0
Cl -3.86366 7.26019 -5.30610 -0.1 0.0 0.1
H 0.52961 -1.10334 11.70262 0.0 0.0 0.0
H 1.21992 -0.98435 4.36692 0.1 0.0 0.0
Cl -0.09794 1.18769 5.00602 0.0 0.1 0.0
H -5.98136 -4.26432 -1.12543 0.0 0.0 0.0
Cl -0.03207 -5.14924 4.41458 0.0 -0.1 0.0
Cl -0.88919 0.35300 10.53218 0.0 0.0 0.0
H -5.76669 7.65563 -3.98935 0.0 0.0 0.0
H 1.51147 -2.33461 -4.08738 0.0 0.1 -0.1
C 0.67837 -5.84101 5.88334 0.0 0.0 0.0
O 0.53256 -2.93205 -1.65065 0.0 0.2 -0.1
P 2.06170 -0.41565 -3.16351 0.1 0.3 0.4
Cl -5.28095 -3.85533 1.07841 0.0 0.0 0.0
Cl -0.89149 0.43382 -4.63161 -0.3 0.0 -0.1
H 0.29322 0.44755 12.55420 0.0 0.0 0.0
H 1.40235 -6.58929 5.58540 0.0 0.0 0.0
C -1.75909 -5.86619 -0.90951 0.0 0.1 -0.1
Cl -4.93579 5.64877 -3.10202 0.0 0.0 0.0
Cl -1.66434 3.66990 -8.08850 -0.1 0.0 -0.3
C -5.31329 6.76811 -4.41305 0.0 0.0 0.0
C -0.18682 -0.34637 11.99557 0.0 0.0 0.0
O 2.27994 -1.11713 -1.63197 0.1 -0.1 -0.3
Cl 1.15462 0.93895 -6.66351 -0.1 0.0 0.0
Cl -3.38373 -6.54678 -0.77198 0.0 0.0 0.0
Cl -1.40407 -1.09986 13.03451 0.0 0.0 0.0
O 2.21044 -1.66730 -4.16448 0.0 -0.2 0.1
H 1.06514 -2.73597 4.05968 0.0 0.0 0.0
H 1.39753 7.37771 -6.35310 0.0 0.0 0.0
Cl -1.32437 -4.86082 0.47876 0.0 -0.1 0.1
H -2.85472 5.23632 -6.81437 0.0 -0.1 0.0
H 1.14448 -5.03698 6.43926 0.0 0.0 0.0
Cl 3.27015 -1.98835 3.80517 0.1 0.1 0.1
H 0.44814 7.07135 -4.86991 0.0 0.0 0.0
H 3.98550 -1.65929 8.27909 0.0 0.0 0.0
C 3.76389 3.63692 -7.77418 -0.1 0.0 0.0
P 2.07775 -2.63708 -1.27030 0.1 -0.2 0.0
Cl 0.85131 3.73548 6.11293 0.0 0.0 0.0
C 3.87333 -1.97937 9.30838 0.0 0.0 -0.1
H 1.85574 -4.85069 0.46362 -0.1 0.1 -0.1
C 1.65805 -1.96053 4.52871 -0.1 0.0 -0.2

***

48
Properties=species:S:1:pos:R:3:forces:R:3 method="wB97M-V/def2-TZVPD" s_squared=6.021 gap_ev="7.07 / 6.59" total_energy_ha=-2769.32711 total_charge=+2 multiplicity=5
N 3.79654 -1.01898 0.47187 -0.1 0.4 -1.5
P -1.22745 1.93497 -0.77287 -0.4 1.9 -0.9
H -2.94803 3.17871 -1.90334 -0.1 0.2 0.2
H -1.40246 -4.16802 0.86911 -0.4 0.5 -0.1
H -0.64628 3.74314 -2.24572 0.1 -0.2 0.1
C 1.15845 -3.05718 0.68208 0.5 -0.1 -0.5
H -0.07438 2.19293 -2.90804 0.0 0.2 0.5
C -1.67098 -3.19001 0.42766 0.2 -0.1 -0.3
H 1.82155 2.47245 0.59770 0.6 -0.2 -0.4
H 1.46985 -3.04640 -0.39031 -0.3 -0.2 0.7
H -2.69897 1.54001 -2.63553 -0.8 1.7 0.3
C 4.50815 0.83335 1.38087 -0.3 -0.8 -1.8
Cl -3.46129 -0.10185 -0.00073 1.3 -1.7 -0.2
H 4.98697 1.59938 1.91280 0.6 0.7 0.7
S 1.67310 -0.13597 -1.00069 1.8 -0.2 -4.2
H 0.25739 -1.55996 3.23545 -0.3 -0.2 -0.3
C -0.58435 -2.03147 2.70735 0.0 0.3 0.2
H -3.17823 -2.47731 -2.92887 0.2 0.5 0.4
O -1.98840 0.10109 -2.37993 -1.3 -8.3 3.9
H -1.92943 3.98558 0.22159 0.0 -0.1 0.1
C -2.60651 -0.75973 -1.66599 -0.2 5.0 -3.0
H 2.01463 -2.71828 1.29613 -0.7 0.1 -0.2
H -3.59706 1.68473 -1.06342 0.3 1.1 -1.1
H -3.85309 -2.56799 -1.26784 0.7 0.5 0.0
C -3.49761 -1.88269 -2.05160 -1.2 -0.8 -1.1
H 3.75373 -1.98511 0.17176 0.0 0.2 0.0
C -2.81114 2.11779 -1.70947 -0.3 0.7 0.5
Rh -0.03307 -0.10126 0.14184 -2.7 4.7 0.3
C -1.46910 3.07720 0.62533 0.0 -0.2 -0.2
H 3.49488 3.21332 0.78131 -1.2 -0.9 -1.1
P -0.35480 -2.02923 0.88093 -0.4 -5.4 3.0
H 5.48931 -1.11612 1.87209 -0.7 0.4 -0.7
C 3.07059 -0.00877 -0.12991 2.7 0.4 3.4
H -2.61778 -2.79000 0.83067 0.3 -0.4 -0.3
C 4.76939 -0.51516 1.28466 -0.3 1.0 1.4
H -2.16922 2.57832 1.31671 0.4 0.4 0.0
H -4.47461 -1.38367 -2.36184 1.2 -0.2 0.2
H -1.49519 -1.46525 2.94225 0.2 -0.1 0.0
C -0.14413 2.80238 -1.98714 0.3 -0.4 0.0
H 0.93502 -4.08179 1.00167 0.0 0.2 -0.2
H -0.71854 -3.05128 3.08410 0.1 0.0 -0.3
Cl 0.40170 0.93054 2.10450 0.3 0.3 0.4
C 2.84999 2.45694 0.19772 2.4 0.8 0.6
H -1.68322 -3.29222 -0.66658 -0.3 -0.1 0.4
H -0.50660 3.31699 1.09376 -0.4 -0.1 0.1
N 3.53168 1.15975 0.43823 -0.9 -2.0 0.4
H 2.99386 2.60325 -0.89512 -0.6 0.4 0.8
H 0.86512 3.01287 -1.60519 -0.4 -0.1 -0.2

***

48
Properties=species:S:1:pos:R:3:forces:R:3 method="wB97M-V/def2-TZVPD" gap_ev=7.93 total_energy_ha=-3419.78886 total_charge=+2
H 2.69391 -1.47591 2.46571 0.2 0.3 -0.2
H 2.46513 5.18464 -2.84788 -0.6 -0.4 -0.2
N -2.18581 -3.29699 0.79591 -0.1 0.5 -0.4
H 3.36052 2.38638 2.12319 -0.1 0.1 -0.2
H 0.35857 1.74571 3.39088 0.1 -0.3 0.1
H -4.11317 -3.88581 1.71433 0.1 -0.1 -0.4
O -0.09266 3.64248 -1.81143 2.6 -0.3 -1.9
H 1.85256 1.12633 4.14464 -0.1 -0.1 -0.5
H 3.80190 -0.08724 2.79012 -0.2 -0.1 -0.1
H -1.71921 -2.22503 -3.74507 0.1 -0.1 0.1
H -0.31586 -3.47806 4.55108 0.3 0.2 -0.5
C -3.06819 -3.64874 1.81085 1.2 0.0 0.8
Cl 2.59706 -0.62850 -1.82548 -0.8 -0.1 0.7
H 0.00872 -2.07631 -3.25741 -0.3 -0.2 0.1
C 0.07071 -3.16246 3.56685 -0.1 0.0 0.0
H -0.33357 0.89985 -3.65107 -0.5 -0.2 0.1
P 1.71487 0.63923 1.74729 1.3 0.2 0.3
C -0.95593 -2.95831 1.28812 -1.0 0.4 0.2
C 1.05575 0.89477 3.41949 -0.7 0.2 0.2
H 1.81623 3.03510 1.47516 0.3 -0.2 0.0
H 3.62569 -0.72978 1.11618 -0.1 -0.1 0.4
H 2.98182 2.22337 0.37968 0.0 0.0 0.3
H 0.74882 5.74582 -2.80993 0.4 -0.3 -0.3
S 0.34748 -2.00731 0.55016 -0.5 -1.6 0.6
H -3.57901 0.27456 -1.37007 0.0 -0.4 -0.1
H 0.87694 -3.82324 3.23070 -0.2 0.1 0.2
H 0.51009 0.01303 3.78618 0.1 0.3 -0.2
C -3.20991 -0.71918 -1.67214 -0.4 0.2 0.4
H -3.76253 -1.04474 -2.56969 0.3 0.1 0.3
C -2.32656 -3.62734 2.95653 0.0 -0.1 -1.4
Cl 1.76522 2.09570 -2.81467 -0.3 0.9 0.3
H -1.14050 -2.99335 -2.21951 0.1 0.3 -0.3
N -1.03883 -3.26518 2.60617 0.4 0.6 0.0
H 0.43993 -2.12928 3.60427 -0.2 -0.4 0.0
C 1.43121 4.96096 -3.18344 -0.3 0.0 0.2
H -1.97621 0.42934 -4.18564 0.1 0.2 0.2
C -1.02925 -2.13424 -2.90060 0.1 0.5 0.3
Sc 0.71837 0.20061 -0.70167 0.6 -0.9 -0.1
H -3.42315 -1.42603 -0.85145 0.1 0.4 -0.3
H -2.60265 -3.85077 3.96084 0.0 -0.1 0.4
C 0.87819 3.69079 -2.55334 -2.1 0.6 1.7
H 1.39823 4.95428 -4.29130 0.1 -0.3 0.6
P -1.43736 -0.55760 -2.02433 0.1 -0.3 -0.9
C 2.55559 2.22299 1.39553 0.1 0.2 0.1
H -2.44865 -3.24363 -0.18710 0.3 0.1 0.5
C -1.37099 0.72799 -3.31821 -0.2 0.1 -0.4
C 3.10960 -0.53653 2.06808 -0.4 0.1 -0.5
H -1.76298 1.67396 -2.90699 0.1 -0.3 -0.2